# 1
Formula: C22H26N4O4S
Source: the OMol25 dataset
Level of theory: ωB97M-V/def2-TZVPD

Its molecular weight is 442.54 g mol⁻¹. Its strongest force on any atom is 1.3 eV/A. The calculation puts the energy relative to the best compared isomer or geometry (same formula, charge and spin) at 23.7 kcal per mole. The calculation puts the LUMO energy at 0.0126 hartree. Its SMILES is COc1cc(NS(=O)(=O)c2ccc(NC(=O)[C@]34C[C@H]5C[C@H](C[C@H](C5)C3)C4)cc2)ncn1. Its spin multiplicity is 1. The value obtained for the HOMO energy is -9.128 eV. The value obtained for the HOMO-LUMO gap is 9.47 eV.

```
57
Properties=species:S:1:pos:R:3:lowdin_charge:R:1
C -3.5663 -4.1943 1.1762 -0.069
H -4.1686 -4.8625 0.5579 0.090
H -2.5984 -4.0461 0.6935 0.091
H -3.4345 -4.6106 2.1722 0.091
O -4.2259 -2.9531 1.3604 -0.040
C -4.5144 -2.2629 0.2591 -0.341
N -4.1890 -2.7649 -0.9327 0.144
C -4.5052 -2.0355 -1.9840 -0.203
N -5.0707 -0.8489 -1.9881 0.133
C -5.3880 -0.3378 -0.7913 -0.374
C -5.1472 -1.0258 0.3892 0.064
H -5.4381 -0.6325 1.3454 0.109
N -5.9550 0.9128 -0.7804 -0.023
S -5.4919 2.0421 0.4006 0.673
O -5.8829 3.3077 -0.1376 -0.280
O -6.0075 1.6324 1.6672 -0.272
C -3.7202 1.8525 0.3650 -0.293
C -3.0392 2.3127 -0.7466 -0.051
C -1.6845 2.0766 -0.8549 -0.002
C -1.0084 1.3665 0.1433 -0.196
C -1.7092 0.9223 1.2654 0.022
C -3.0655 1.1684 1.3702 -0.045
H -3.6235 0.8413 2.2321 0.118
H -1.1872 0.3835 2.0380 0.105
N 0.3522 1.1437 -0.0381 0.155
C 1.2149 0.4237 0.7444 -0.395
O 0.8784 -0.1389 1.7622 0.088
C 2.6644 0.3594 0.2570 -0.343
C 3.0025 -1.1281 0.0640 -0.077
C 4.4811 -1.2859 -0.2808 -0.289
C 5.3349 -0.7227 0.8537 -0.116
C 5.0148 0.7594 1.0400 -0.289
C 5.3181 1.5164 -0.2516 -0.119
C 4.4600 0.9488 -1.3803 -0.289
C 4.7839 -0.5313 -1.5741 -0.119
H 4.1885 -0.9407 -2.3936 0.120
H 5.8373 -0.6476 -1.8363 0.121
C 2.9750 1.1137 -1.0372 -0.103
H 2.3825 0.7158 -1.8670 0.128
H 2.7612 2.1807 -0.9214 0.129
H 4.6705 1.4931 -2.3081 0.141
H 6.3753 1.4148 -0.5046 0.121
H 5.1070 2.5803 -0.1195 0.121
C 3.5380 0.9246 1.3890 -0.077
H 3.3041 0.3964 2.3145 0.129
H 3.3045 1.9824 1.5375 0.134
H 5.6230 1.1662 1.8549 0.142
H 6.3943 -0.8479 0.6196 0.121
H 5.1281 -1.2656 1.7780 0.123
H 4.7058 -2.3493 -0.4159 0.142
H 2.3847 -1.5427 -0.7374 0.134
H 2.7665 -1.6673 0.9827 0.129
H 0.7315 1.5551 -0.8786 0.118
H -1.1425 2.4342 -1.7188 0.116
H -3.5769 2.8581 -1.5057 0.119
H -6.0866 1.3120 -1.6985 0.124
H -4.2557 -2.4548 -2.9502 0.111
```

# 2
Formula: C30H21BIO6S
Source: the OMol25 dataset
Level of theory: ωB97M-V/def2-TZVPD

Its molecular weight is 647.28 g mol⁻¹. Its strongest force on any atom is 8.3 eV/A. Its net charge is -1. The calculation puts the LUMO energy at 0.0097 hartree. Its spin multiplicity is 1. The value obtained for the HOMO energy is -4.371 eV. The value obtained for the HOMO-LUMO gap is 4.64 eV.

```
60
Properties=species:S:1:pos:R:3:lowdin_charge:R:1
O 4.0970 4.2132 -3.0712 -0.162
C 3.6034 4.4469 -4.2964 -0.686
I 4.7791 3.9941 -6.1110 0.641
C 2.0609 5.0639 -4.3601 -0.185
B 0.9685 3.8408 -4.4973 -1.169
O 0.8718 3.0597 -3.2484 -0.160
S -0.7668 4.3793 -4.9703 0.624
H 1.8164 5.6944 -3.3768 0.130
H 2.0361 5.7679 -5.2961 0.092
H 1.3510 3.1146 -5.3380 0.030
H 1.7897 2.8785 -2.8681 0.087
H -0.7232 5.6706 -5.5625 -0.156
C -6.8676 3.8790 1.0789 -0.074
C -6.5226 4.7846 0.0760 -0.068
C -5.2729 4.7014 -0.5402 0.006
C -4.3600 3.7166 -0.1437 -0.081
C -4.6957 2.8268 0.8759 -0.086
C -5.9571 2.9007 1.4809 -0.004
C -3.7221 1.8157 1.3363 -0.285
O -4.0175 1.0314 2.2295 0.077
C -2.3853 1.7693 0.7111 -0.095
C -1.4325 0.8541 1.1773 -0.018
C -0.1703 0.7945 0.5827 -0.064
C 0.1402 1.6397 -0.4822 -0.031
C -0.8050 2.5563 -0.9450 0.033
C -2.0670 2.6276 -0.3403 -0.073
C -3.0474 3.6248 -0.8135 -0.271
O -2.7737 4.3712 -1.7463 0.107
H -7.8450 3.9380 1.5528 0.101
H -7.2274 5.5551 -0.2284 0.103
H -5.0124 5.4085 -1.3260 0.122
H -6.2313 2.2008 2.2683 0.116
H -1.6680 0.1884 2.0062 0.105
H 0.5699 0.0866 0.9497 0.094
H 1.1209 1.5885 -0.9503 0.108
H -0.5538 3.2163 -1.7736 0.100
C -1.0458 -3.7991 2.7007 -0.052
C -0.7008 -2.8936 1.6978 -0.048
C 0.5489 -2.9768 1.0816 0.010
C 1.4618 -3.9616 1.4781 -0.084
C 1.1261 -4.8514 2.4977 -0.089
C -0.1353 -4.7774 3.1027 0.003
C 2.0997 -5.8625 2.9581 -0.281
O 1.8043 -6.6468 3.8513 0.090
C 3.4365 -5.9089 2.3329 -0.087
C 4.3893 -6.8241 2.7991 0.002
C 5.6516 -6.8837 2.2045 -0.064
C 5.9620 -6.0385 1.1396 -0.061
C 5.0168 -5.1219 0.6768 0.008
C 3.7548 -5.0506 1.2815 -0.084
C 2.7744 -4.0533 0.8084 -0.276
O 3.0481 -3.3070 -0.1245 0.105
H -2.0232 -3.7402 3.1746 0.109
H -1.4056 -2.1231 1.3934 0.100
H 0.8094 -2.2696 0.2958 0.117
H -0.4095 -5.4774 3.8901 0.119
H 4.1538 -7.4898 3.6280 0.119
H 6.3917 -7.5916 2.5715 0.105
H 6.9427 -6.0897 0.6715 0.106
H 5.2680 -4.4619 -0.1518 0.123
```

# 3
Formula: C10H12N2OS
Source: the OMol25 dataset
Level of theory: ωB97M-V/def2-TZVPD

Its molecular weight is 208.29 g mol⁻¹. Its strongest force on any atom is 5.6 eV/A. The calculation puts the energy relative to the best compared isomer or geometry (same formula, charge and spin) at 13.9 kcal per mole. The calculation puts the LUMO energy at 0.0196 hartree. Its SMILES is OCCSCc1cnc2ccccn12. Its spin multiplicity is 1. The value obtained for the HOMO energy is -8.117 eV. The value obtained for the HOMO-LUMO gap is 8.65 eV.

```
26
Properties=species:S:1:pos:R:3:lowdin_charge:R:1
C -3.2760 0.5772 -0.2646 -0.284
C -2.2063 -0.3086 -0.8410 -0.454
C -0.9097 -1.0920 1.5331 -0.449
C 0.0982 -0.1421 1.0818 -0.315
C 0.0013 1.2313 1.3370 -0.090
C 1.9372 0.9246 0.3913 -0.290
C 3.1904 0.9663 -0.2681 0.011
C 3.7009 -0.1329 -0.9692 -0.038
C 2.9316 -1.3369 -0.7856 -0.091
C 1.7457 -1.3786 -0.2219 -0.083
H -2.5700 2.1475 -1.1871 0.064
H -3.0642 0.9783 0.7211 0.097
H -4.2855 0.1361 -0.2431 0.124
H -1.3220 0.2263 -1.1229 0.070
H -2.6837 -0.7595 -1.7411 0.087
H -0.5301 -2.0336 2.0384 0.093
H -1.5590 -0.5446 2.2329 0.085
H -0.8870 1.7863 1.7503 0.128
H 3.6081 1.9364 -0.4417 0.104
H 4.6155 -0.0950 -1.4954 0.087
H 3.1689 -2.2764 -1.4586 0.147
H 1.0411 -2.1911 -0.2454 0.112
N 1.1507 1.8794 0.9314 0.094
N 1.2949 -0.2801 0.3976 0.028
O -3.3580 1.6279 -1.2826 -0.082
S -1.8333 -1.8463 0.1533 0.844
```

# 4
Formula: CH26O12
Source: the OMol25 dataset
Level of theory: ωB97M-V/def2-TZVPD

Its molecular weight is 230.21 g mol⁻¹. Its strongest force on any atom is 9.0 eV/A. The calculation puts the energy relative to the best compared isomer or geometry (same formula, charge and spin) at 154.4 kcal per mole. The calculation puts the LUMO energy at -0.0362 hartree. Its spin multiplicity is 1. The value obtained for the HOMO energy is -10.170 eV. The value obtained for the HOMO-LUMO gap is 9.18 eV.

```
39
Properties=species:S:1:pos:R:3:lowdin_charge:R:1
O 30.3529 -41.2906 1.6254 0.324
H 30.6883 -41.9501 1.2009 0.059
H 30.1065 -40.7217 0.9666 0.110
H 29.5034 -41.5599 2.2810 0.172
C 28.5087 -43.4535 3.1975 -0.208
O 28.9756 -42.2138 3.8465 -0.447
H 28.4556 -43.4838 2.1152 0.032
H 27.3369 -43.6550 3.5211 0.127
H 29.0607 -44.4749 3.4605 0.082
O 26.7636 -40.7925 5.2356 -0.073
H 27.4888 -41.2841 4.9284 -0.066
H 27.3012 -40.0949 5.7762 0.102
O 31.0944 -40.7116 4.8121 -0.151
H 30.3029 -41.3763 4.7151 0.018
H 31.7937 -41.2268 5.3331 0.062
O 29.3649 -45.4905 0.3086 -0.074
H 28.7881 -45.9971 -0.1713 -0.025
H 28.8180 -45.0659 1.1300 0.082
O 29.7091 -46.9135 3.3177 0.011
H 29.6797 -47.0948 4.3132 0.137
H 30.0789 -46.1404 3.2084 -0.065
O 27.2896 -47.2060 2.2069 -0.048
H 28.1864 -46.9983 2.6343 0.026
H 27.2833 -48.1119 2.2527 0.007
O 27.2226 -44.9850 6.1885 -0.058
H 28.1198 -44.6704 5.9208 -0.004
H 26.8210 -44.1224 6.2120 0.034
O 27.8169 -40.5908 1.9655 -0.043
H 27.7902 -41.2221 2.6718 -0.015
H 28.3186 -39.7608 2.0717 0.079
O 29.7711 -43.8793 5.9511 -0.123
H 29.2798 -43.1649 5.2946 0.076
H 30.5845 -44.0055 5.4752 0.022
O 25.6329 -45.6757 3.6921 -0.024
H 26.0812 -45.6053 4.4428 -0.087
H 26.3262 -46.2951 3.3613 0.014
O 24.7729 -43.4082 2.0386 -0.020
H 25.1454 -42.6526 1.6822 -0.020
H 25.4295 -44.0203 2.3473 -0.025
```

# 5
Formula: C4H2Br2F3O2
Source: the OMol25 dataset
Level of theory: ωB97M-V/def2-TZVPD

Its molecular weight is 298.86 g mol⁻¹. Its strongest force on any atom is 4.1 eV/A. Its net charge is -1. The calculation puts the energy relative to the best compared isomer or geometry (same formula, charge and spin) at 0.0 kcal per mole. The calculation puts the LUMO energy at 0.1169 hartree. Its spin multiplicity is 1. The value obtained for the HOMO energy is -5.136 eV. The value obtained for the HOMO-LUMO gap is 8.32 eV.

```
13
Properties=species:S:1:pos:R:3:lowdin_charge:R:1
C 1.2885 2.0763 -1.0646 -0.824
C -0.1292 0.1969 0.0228 -0.732
C 0.2771 0.8503 -1.2193 -0.611
C -1.5553 0.9419 -2.1770 -0.540
O 1.3269 2.3390 0.1136 -0.074
O 1.9658 2.3326 -2.0385 -0.038
F -1.2857 0.7434 -3.4398 0.084
F -2.4392 -0.0617 -1.8235 0.049
F -2.1854 2.1096 -2.0508 0.106
Br -1.1184 1.3792 1.2119 0.649
Br 1.1052 -0.5904 -2.2308 0.756
H 0.7945 -0.0195 0.6718 0.087
H -0.8420 -0.7191 -0.2280 0.086
```

# 6
Formula: C4H6N2S2
Source: the OMol25 dataset
Level of theory: ωB97M-V/def2-TZVPD

Its molecular weight is 146.24 g mol⁻¹. Its strongest force on any atom is 4.9 eV/A. The calculation puts the energy relative to the best compared isomer or geometry (same formula, charge and spin) at 96.8 kcal per mole. The calculation puts the LUMO energy at -0.0074 hartree. Its SMILES is C=C(/C=N\S)/C=N\S. Its spin multiplicity is 1. The value obtained for the HOMO energy is -8.617 eV. The value obtained for the HOMO-LUMO gap is 8.41 eV.

```
14
Properties=species:S:1:pos:R:3:lowdin_charge:R:1
C 0.7627 0.4212 -1.4315 -0.294
C 0.6602 -0.2665 -0.0323 -0.274
C 0.7690 -1.6171 -0.1445 0.004
C 0.0973 0.3825 1.1838 -0.305
H -1.0754 3.2653 -2.1904 -0.041
H 1.5129 -0.1308 -2.1223 0.136
H 0.8880 -2.3256 0.6448 0.047
H 1.0795 -2.1341 -1.1019 0.089
H 0.5200 1.4314 1.5283 0.131
H -2.3081 -1.5330 2.8450 -0.084
N 0.3509 1.5065 -1.7944 -0.369
N -0.8338 -0.0940 1.9748 -0.363
S -0.6783 2.5901 -0.8749 0.645
S -1.7448 -1.4961 1.5156 0.676
```